Entry 1:
C35H43ClP2Si2Sm as an isolated structure in a non-equilibrium geometry. Source: the OMol25 dataset; level of theory: ωB97M-V/def2-TZVPD.

Maximum force   4.3 eV/Å
<S²>   8.765
Spin multiplicity   6
Total charge   +1
ΔE to the lowest compared entry with this formula, charge and spin   1.602 eV

Structure (XYZ):
```
84
C35H43ClP2Si2Sm | the OMol25 dataset | ωB97M-V/def2-TZVPD
C -1.61915 1.53551 -0.61466
H 1.19565 -2.99123 5.53650
C 0.99435 2.67153 -5.84388
H 2.84264 -2.40593 5.94889
C 0.68297 -2.15160 -0.40458
H -0.51762 -2.77298 -8.00979
P 1.57642 2.80077 4.16656
C -0.49678 1.73174 -1.45067
Si -1.10074 -0.22573 -3.76431
H 0.26443 0.72845 4.58932
H 2.45311 -3.00799 2.90551
H -3.26102 2.40356 0.46312
H -0.83853 5.09981 -1.88789
H 1.76430 -1.98926 -0.27964
C -0.22074 -2.68826 -6.96199
C -0.79910 -1.71899 -6.14282
C -2.03648 -2.69071 -0.79153
C -1.25387 -3.60468 -0.10523
C -2.85410 -0.22989 3.44366
H 3.94806 -0.18933 4.78256
H 1.39777 -1.53214 6.54668
H 2.40909 4.11371 6.00051
H -1.74596 -0.05745 5.39035
H -0.92370 -2.57804 4.88955
H 1.20633 -4.32004 -7.07850
H -1.53055 -1.02012 -6.54770
C 1.11467 -3.48354 -5.09261
H -2.69445 4.74761 -0.24613
H 0.68078 -2.55272 -3.17444
H 0.72788 -4.06543 0.62404
C -0.43630 -1.64582 -4.78480
H -2.57457 -0.23419 -3.63331
C -1.46018 -1.51305 -1.26925
Sm -0.62586 -0.54476 2.36976
C -0.08257 -1.20978 -1.12884
H 3.88650 2.11938 4.21255
C -2.40651 2.61163 -0.18728
H -1.68844 -4.55217 0.21559
H -2.00881 4.29886 -5.63098
H -0.52267 1.83264 3.32359
H 0.78954 3.46863 6.36608
H -3.08307 -2.88856 -1.02189
H -1.96031 0.53885 -0.30939
H 2.86967 -1.49063 2.05309
H 0.53864 3.20313 -2.65518
C -1.65424 2.26348 -4.99522
C 2.85919 -1.99227 3.03133
C 0.74762 -3.56030 -6.44160
Cl 1.20225 0.92428 1.19781
H -3.39953 0.71263 3.39213
H -2.07131 -3.39240 2.57867
H 0.35507 4.67360 -6.33417
H 2.02328 2.81305 -6.18854
C -2.16718 -2.40226 3.02283
C 0.47235 -2.57191 -4.24759
H 1.88535 -4.13649 -4.67935
C -0.25382 3.03421 -1.91967
C -2.98171 -1.33128 2.53385
C -1.53630 -1.96655 4.23226
C -1.26882 3.49476 -5.52696
C -2.10127 3.90371 -0.60511
C 1.77302 3.22368 5.95296
H 2.12920 0.60847 -1.57921
C 2.97369 1.55843 3.97502
H -2.18231 -0.86091 -1.78525
C 1.81519 -2.09797 5.70424
P 1.79721 -1.06268 4.20364
C 0.05160 3.70021 -5.93814
C -0.69978 1.25102 -4.83263
H 2.69745 0.47382 5.86341
C 2.94663 0.27160 4.80803
C -1.04691 4.10513 -1.50030
H 2.23686 2.41531 6.53527
H 3.88000 -2.04683 3.43080
H -0.61126 2.19505 5.07383
H -2.67873 2.06880 -4.68389
C 0.61044 1.43307 -5.30697
C -1.96666 -0.62669 4.49138
C 0.10478 -3.33075 0.10949
H 2.97744 1.32778 2.89910
C 0.03408 1.77774 4.28712
Si 0.72993 0.34409 -2.00329
H -3.62658 -1.36829 1.65862
H 1.34304 0.62286 -5.22460
```

---

Entry 2:
C35H43N10O3PS4W as an isolated structure. Source: the OMol25 dataset; level of theory: ωB97M-V/def2-TZVPD.

Maximum force   0.7 eV/Å
<S²>   2.031
Spin multiplicity   3
ΔE to the lowest compared entry with this formula, charge and spin   0.525 eV

Structure (XYZ):
```
97
C35H43N10O3PS4W | the OMol25 dataset | ωB97M-V/def2-TZVPD
C -4.73703 2.41211 -3.66850
H -6.33044 -0.12631 -2.87794
H -3.89510 2.69607 -4.30281
H 2.43704 6.41807 -0.16820
N -5.01719 0.62089 1.27965
C -3.49595 2.81609 -1.56012
C 5.34726 -2.25592 4.66353
H -0.60865 2.36562 3.20050
H 2.30929 -2.09347 -3.20678
H -2.81365 3.22599 3.99677
N -1.27867 -2.41566 0.12173
H 4.39684 -3.16364 2.36264
N 2.08356 -0.34414 -0.34095
C -1.53978 1.99666 2.80191
C 1.76271 -1.19633 -1.34573
C -5.76927 -0.79893 -3.52986
H 0.19364 -2.70920 -1.81830
N 7.71229 -3.15624 5.60997
H -2.63575 3.20005 -2.11518
H -0.38703 -0.47381 -4.81278
C -2.61775 0.61946 1.32990
H -2.97170 -3.84625 1.12185
H -5.86674 0.87326 1.75391
C -4.25071 1.76066 -2.37454
C -4.62349 -2.08737 -1.71450
H -5.12502 1.45792 -1.78620
H -5.16336 -2.99315 -2.00099
C -2.90975 0.21968 -5.35785
H -1.36796 -1.60733 -3.88371
H -3.86872 -1.75520 -3.67527
O 9.32297 -2.44621 2.84839
C -2.76793 2.46104 3.23136
C 7.39949 -3.17144 4.31288
N -2.65074 -3.15186 1.77863
N -0.18426 -1.61767 -0.11818
N -1.48063 1.06399 1.84073
H 2.60368 4.71868 1.61336
C 3.24465 0.31357 -0.39610
C 3.79183 -2.35679 2.75219
H -4.15427 3.66201 -1.34852
N 6.24123 -2.75123 3.81833
H 7.06422 -2.68257 7.49644
H 4.84008 -1.80702 6.72818
C 2.28261 -0.28409 3.64984
S -0.18557 1.47918 -0.80206
P -3.23046 0.19949 -2.46450
C 0.65883 3.00549 -0.56778
N -3.92335 2.01479 2.75531
C 1.93934 5.46456 -0.28390
N 2.01428 -0.79038 2.44007
H -5.01187 -0.21497 0.72412
C -1.02199 -0.56943 -3.92808
H 3.51763 -0.25669 5.38353
C 4.11734 -1.77888 3.97975
H -5.40512 1.78036 -4.24941
S 1.57087 2.08138 1.86378
H 4.48595 -0.87516 -3.30095
H -3.19221 -0.82290 -5.51881
O 9.40178 -4.72184 3.75666
H -3.67734 -2.37115 -1.25006
C -4.41827 -1.17424 -2.92685
H -1.81387 1.41448 -3.94117
H 3.44851 0.98181 0.42916
C 4.13449 0.13999 -1.44428
C 5.56801 -2.19100 6.02757
H 1.15099 5.91840 -2.23235
H 5.07096 0.67814 -1.43214
C 0.58224 3.96470 -1.57876
C 3.80700 -0.72355 -2.47309
H -2.74229 -3.37871 2.75405
H -5.23376 -1.58588 -0.95606
C 6.80420 -2.67842 6.44216
H -3.80329 0.82905 -5.46353
C -2.20853 0.39369 -4.00963
C 1.21477 5.18575 -1.43864
H -5.28059 3.33024 -3.43077
C -3.85291 1.08739 1.80551
H -0.41495 -0.36772 -3.04475
H -2.57042 -0.08963 0.51078
H -6.37670 -1.69728 -3.66703
H 2.47632 -2.28519 1.08047
S -0.70671 -1.54446 2.60960
W 0.45314 0.06726 1.07751
C 2.59943 -1.40525 -2.42538
C 3.31696 -0.74478 4.43969
C 2.74544 -1.84517 2.02867
C 0.51047 -1.90579 -1.16424
C -1.57854 -2.41277 1.39421
H -2.22786 0.48979 -6.16834
H 0.02081 3.73898 -2.47741
H -5.67138 -0.32180 -4.50343
C 1.39224 3.28293 0.58541
C 2.02955 4.51626 0.71778
H -3.11607 2.42894 -0.61713
H 1.66139 0.53664 3.98229
O 7.81630 -4.16485 1.97863
S 8.63293 -3.70181 3.08413
```

---

Entry 3:
C35H45As3N3NiOS3 as an isolated structure. Source: the OMol25 dataset; level of theory: ωB97M-V/def2-TZVPD.

Maximum force   0.3 eV/Å
Total charge   +1
ΔE to the lowest compared entry with this formula, charge and spin   1.779 eV

Structure (XYZ):
```
91
C35H45As3N3NiOS3 | the OMol25 dataset | ωB97M-V/def2-TZVPD
C 2.47762 0.31940 2.70605
C -1.67780 4.78134 -1.02164
C 0.22588 -3.51226 -0.99009
H -0.11029 -3.07408 2.31167
H 1.32118 -1.13713 5.50717
S -2.59554 -2.95299 -2.81000
C -4.42513 -1.62971 0.43609
H 2.43033 -1.76576 -0.48636
H 1.37045 1.97736 3.52585
H 3.01429 2.24477 -2.24390
C 0.14214 -2.97203 3.36827
C 3.07475 1.07696 1.49570
C -0.31696 -1.38931 -2.33167
H 4.40573 -0.08263 3.63040
N -1.76741 1.30419 -0.88397
H 0.98889 -5.46891 -0.28129
H -1.01951 6.82128 -0.93306
H -4.75983 -0.06267 -3.42657
C 0.91921 4.07701 -0.59189
C -2.69035 -0.22316 -2.52743
H 3.79061 1.54649 3.92790
H -1.91053 3.12200 1.92847
H 2.99036 -0.97307 -1.95289
C 3.51458 1.93647 -1.32728
C 1.96209 -2.01162 5.40530
H 3.80120 2.81638 -0.75413
H 4.07845 -1.04749 -0.53354
H -2.89663 -3.06347 0.26562
N 0.02075 3.10106 -0.74513
H -1.14101 2.92478 3.51348
C -0.73365 5.78021 -0.87611
C -0.96926 2.91335 2.43748
H -2.72540 4.98712 -1.18612
C -3.96340 -0.72972 -3.12662
H -2.67782 0.40914 2.13461
Ni 0.09175 1.05148 -0.56685
S 1.16680 -3.61162 -3.35023
H -4.82775 -2.58064 -3.76797
H 3.00924 2.15813 1.66367
H 1.53008 -2.82256 5.99304
H 2.05502 -5.77061 -2.65782
As -0.30773 1.16722 1.88406
C -4.86502 -0.25485 0.17754
O 0.34035 -0.61990 -1.38517
H 4.13997 0.83739 1.42474
C 0.02228 -0.26185 -6.13155
H 3.22147 -1.45153 1.78291
C 3.04367 -0.95522 -0.86535
C 0.82824 0.53844 -5.38590
N -2.22111 2.45204 -1.03143
H 1.49572 -1.27107 1.60222
H -5.10833 -2.30164 0.93816
As 2.07670 -2.71570 3.57365
H 1.35963 6.16428 -0.52657
H -4.48274 1.62432 -0.68951
S -0.79600 -1.41686 -5.17047
C -0.05132 -0.83851 -3.72662
C 0.27188 -2.78452 -2.14631
H 2.94946 -1.79917 5.80763
H -1.32641 -1.07550 0.01571
C 0.58747 5.41862 -0.65055
C -1.25361 3.46511 -0.94255
H -0.13090 -0.24195 -7.19825
H -1.59737 -0.96941 2.35818
C -4.00868 -2.04354 -3.31111
C 1.48129 -4.92773 -2.30923
H -0.27030 -3.16217 -0.09430
C 1.16153 0.96228 3.17505
C 0.78005 0.20597 -4.00421
H -1.81925 0.20166 3.68052
H 3.10359 0.17990 4.79522
H 1.43565 1.32871 -5.80207
H -2.18451 0.49882 -3.17428
C -2.22769 -1.14996 -0.59686
H -5.84685 0.04031 0.52621
C -3.21722 -2.04728 0.06963
C -2.78377 0.23070 -1.02665
As 2.35707 0.75299 -0.29303
H -0.42864 -2.15762 3.80995
H -0.13081 -3.89967 3.87043
C 0.91591 -4.74869 -1.08305
C 2.31762 -1.16080 2.32394
C -1.85575 -1.45687 -2.07881
C -4.11740 0.62877 -0.48121
H -0.24396 3.68569 2.18142
C -1.74747 0.07873 2.59936
H 1.33329 0.71620 -3.22895
H 1.93994 3.77034 -0.42136
H 4.42073 1.38927 -1.58370
H 0.76310 0.40994 4.02827
C 3.50310 0.49685 3.83599
```

---

- Which formula does entry 1 have?
  C35H43ClP2Si2Sm

---

- Which of these has the highest ΔE to the lowest compared entry with this formula, charge and spin?
  C35H45As3N3NiOS3

---

- Number 3 is which compound?
  C35H45As3N3NiOS3

---

- Among the records above, which one has the lowest ΔE to the lowest compared entry with this formula, charge and spin?
  C35H43N10O3PS4W